Entry 1:
218
Properties=species:S:1:pos:R:3 method="wB97M-V/def2-TZVPD" homo_ev=-8.11 homo_lumo_gap_ev=8.5 multiplicity=1 energy_ha=-3720.9592 e_lumo_ev=0.3588 de_lowest_kcal_mol=159.3
C -0.937 3.424 8.051
O -1.595 2.396 8.792
H -0.507 2.988 7.149
H -1.668 4.171 7.744
H -0.169 3.860 8.690
H -1.285 2.367 9.701
C 2.086 -1.871 9.008
O 2.842 -1.638 7.821
H 1.988 -0.999 9.656
H 1.047 -2.084 8.757
H 2.511 -2.692 9.585
H 2.239 -1.144 7.260
C -2.903 8.821 2.759
O -2.219 7.751 3.340
H -2.861 9.760 3.311
H -2.444 9.038 1.795
H -3.928 8.497 2.580
H -1.414 8.042 3.774
C -9.017 2.655 -0.386
C -9.199 3.672 -1.511
C -9.192 5.060 -1.006
O -9.644 5.822 -2.114
C -11.000 5.920 -2.258
N -7.926 3.612 -2.201
H -8.095 2.605 0.194
H -9.364 1.641 -0.583
H -9.807 2.916 0.317
H -10.053 3.433 -2.146
H -8.190 5.432 -0.795
H -9.880 5.322 -0.202
H -11.177 6.545 -3.133
H -11.479 6.383 -1.395
H -11.395 4.928 -2.477
H -7.150 3.791 -1.579
H -7.947 4.346 -2.894
C -0.179 8.160 -8.499
C 0.811 8.363 -9.702
C 0.031 8.788 -11.052
O -0.871 7.751 -11.587
C -1.354 8.014 -12.904
N 1.783 9.371 -9.335
H -1.042 7.574 -8.815
H -0.570 9.152 -8.271
H 0.184 7.618 -7.627
H 1.478 7.502 -9.753
H 0.741 9.174 -11.784
H -0.613 9.607 -10.731
H -2.191 8.711 -12.937
H -1.631 7.015 -13.239
H -0.587 8.306 -13.621
H 2.153 9.141 -8.423
H 2.588 9.406 -9.945
C -1.289 1.214 -9.254
C 0.161 1.813 -9.044
C 1.005 0.855 -8.218
O 2.051 1.645 -7.696
C 3.326 1.095 -7.577
N 0.807 1.982 -10.345
H -1.213 0.267 -9.788
H -1.891 1.946 -9.793
H -1.860 1.014 -8.347
H 0.146 2.741 -8.474
H 1.380 0.099 -8.909
H 0.316 0.377 -7.522
H 3.606 0.545 -8.476
H 3.366 0.409 -6.731
H 4.103 1.833 -7.375
H 1.670 2.470 -10.153
H 0.284 2.685 -10.849
C 0.508 -9.080 3.281
C 0.231 -9.964 4.468
C 1.445 -10.942 4.730
O 1.520 -11.912 3.753
C 1.602 -13.254 4.157
N 0.048 -9.120 5.619
H 0.542 -9.589 2.318
H 1.383 -8.435 3.355
H -0.320 -8.404 3.071
H -0.700 -10.512 4.327
H 1.277 -11.424 5.693
H 2.398 -10.438 4.892
H 2.519 -13.475 4.703
H 1.465 -13.858 3.259
H 0.757 -13.469 4.810
H 0.969 -9.031 6.024
H -0.328 -9.704 6.352
C 5.439 11.000 0.164
C 4.247 10.617 -0.773
C 4.057 9.121 -1.078
O 5.304 8.578 -1.419
C 5.191 7.325 -2.024
N 3.085 11.004 -0.060
H 5.308 10.560 1.153
H 5.451 12.077 0.330
H 6.386 10.589 -0.185
H 4.169 11.056 -1.767
H 3.406 9.029 -1.947
H 3.641 8.620 -0.204
H 6.128 7.143 -2.549
H 4.276 7.287 -2.615
H 5.167 6.483 -1.332
H 3.100 12.012 -0.008
H 2.191 10.888 -0.515
C -6.223 -5.597 2.613
C -6.844 -6.205 3.868
C -7.480 -7.644 3.688
O -7.863 -8.101 4.955
C -8.260 -9.463 4.945
N -5.925 -6.121 4.922
H -5.925 -4.597 2.930
H -7.088 -5.468 1.961
H -5.484 -6.206 2.093
H -7.694 -5.584 4.151
H -6.768 -8.333 3.233
H -8.348 -7.668 3.029
H -7.404 -10.131 4.855
H -8.974 -9.838 4.213
H -8.774 -9.752 5.862
H -5.156 -6.707 4.630
H -6.351 -6.660 5.662
C 7.624 6.016 4.152
C 9.046 6.227 4.768
C 9.962 7.121 3.884
O 11.225 7.060 4.376
C 12.255 7.538 3.519
N 8.788 6.993 5.966
H 7.131 6.941 3.856
H 6.953 5.445 4.794
H 7.788 5.490 3.211
H 9.451 5.221 4.876
H 9.586 8.144 3.888
H 10.020 6.793 2.846
H 12.610 6.786 2.814
H 13.178 7.716 4.070
H 11.986 8.474 3.029
H 9.723 7.225 6.268
H 8.288 7.859 5.821
C -0.256 2.844 -1.009
C -0.784 1.860 -0.008
C 0.353 1.552 0.993
O -0.071 0.662 1.993
C -0.170 -0.712 1.710
N -1.930 2.436 0.611
H 0.080 3.790 -0.583
H -1.030 3.100 -1.732
H 0.560 2.358 -1.543
H -1.201 0.983 -0.503
H 0.675 2.473 1.480
H 1.154 1.105 0.404
H 0.768 -1.146 1.365
H -0.938 -0.859 0.950
H -0.468 -1.379 2.519
H -2.140 1.853 1.408
H -1.658 3.330 0.995
C 7.088 -6.752 4.967
C 7.439 -6.513 3.463
C 7.104 -7.666 2.496
O 7.694 -8.862 2.804
C 7.464 -9.847 1.783
N 6.714 -5.293 3.097
H 7.370 -5.892 5.574
H 7.482 -7.647 5.449
H 6.009 -6.841 5.095
H 8.503 -6.304 3.355
H 7.383 -7.393 1.479
H 6.026 -7.828 2.502
H 8.025 -10.735 2.075
H 7.830 -9.499 0.816
H 6.457 -10.261 1.742
H 7.254 -4.506 3.429
H 5.818 -5.253 3.561
C -7.484 2.504 7.714
C -7.033 2.684 6.268
C -6.933 4.224 5.900
O -8.249 4.703 5.791
C -8.416 6.106 5.753
N -5.877 1.949 5.847
H -7.875 1.505 7.910
H -8.424 3.028 7.885
H -6.801 2.894 8.468
H -7.851 2.244 5.698
H -6.577 4.275 4.872
H -6.252 4.733 6.583
H -8.616 6.463 6.763
H -9.234 6.348 5.074
H -7.535 6.571 5.311
H -5.100 2.255 6.415
H -5.794 0.949 5.964
C -0.666 -8.228 -6.298
C -0.393 -8.272 -4.768
C 0.346 -9.576 -4.284
C 1.817 -9.697 -4.573
C 2.529 -8.493 -3.980
C 1.906 -7.109 -4.466
N 0.418 -7.050 -4.345
O -0.175 -5.890 -4.775
C 2.467 -6.017 -3.422
C 2.334 -6.775 -5.916
C -1.734 -8.357 -3.988
H -1.136 -9.121 -6.710
H 0.218 -8.061 -6.914
H -1.206 -7.334 -6.612
H 0.180 -9.719 -3.217
H -0.092 -10.481 -4.706
H 2.033 -9.926 -5.617
H 2.206 -10.598 -4.099
H 3.593 -8.451 -4.213
H 2.390 -8.696 -2.918
H 2.079 -5.034 -3.692
H 2.195 -6.258 -2.394
H 3.554 -5.938 -3.417
H 3.379 -6.490 -6.032
H 2.140 -7.648 -6.539
H 1.872 -5.875 -6.321
H -2.378 -7.493 -4.159
H -1.607 -8.408 -2.907
H -2.239 -9.279 -4.276
H -0.472 -5.482 -3.958

Entry 2:
223
Properties=species:S:1:pos:R:3 method="wB97M-V/def2-TZVPD" homo_ev=-8.58 homo_lumo_gap_ev=8.9 multiplicity=1 energy_ha=-3798.7861 e_lumo_ev=0.3035 de_lowest_kcal_mol=0.0
C 11.058 19.535 12.515
C 10.316 20.503 13.412
O 11.025 20.800 14.577
H 10.456 19.288 11.641
H 11.310 18.722 13.196
H 11.997 20.013 12.237
H 9.338 20.141 13.729
H 10.008 21.291 12.725
H 11.047 20.016 15.130
C 11.068 14.167 11.032
C 9.993 13.204 11.613
O 8.821 13.486 10.839
H 11.385 13.898 10.024
H 11.959 13.951 11.620
H 10.736 15.205 10.998
H 9.878 13.455 12.667
H 10.209 12.142 11.493
H 8.170 13.829 11.455
C 20.394 20.067 16.858
C 21.253 18.932 17.288
O 20.692 18.400 18.497
H 20.849 20.442 15.941
H 20.271 20.838 17.618
H 19.366 19.870 16.554
H 22.298 19.182 17.468
H 21.241 18.161 16.517
H 19.954 17.838 18.250
C 17.933 17.657 9.380
C 17.803 18.992 10.023
O 16.551 19.186 10.604
H 17.030 17.471 8.798
H 18.221 16.888 10.096
H 18.775 17.736 8.693
H 17.953 19.795 9.301
H 18.454 19.123 10.887
H 16.649 19.609 11.460
C 14.287 17.935 19.349
C 13.891 17.135 20.613
C 12.555 16.442 20.386
O 11.505 17.256 20.137
C 10.321 16.506 19.906
N 15.001 16.251 20.979
H 15.337 18.227 19.355
H 13.701 18.841 19.195
H 14.198 17.335 18.444
H 13.806 17.845 21.435
H 12.278 15.784 21.210
H 12.693 15.754 19.552
H 10.292 15.768 19.104
H 9.590 17.251 19.590
H 9.990 16.053 20.840
H 14.749 15.341 20.623
H 15.040 16.097 21.976
C 21.403 17.048 11.420
C 21.844 18.110 12.411
C 22.526 17.544 13.695
O 21.526 16.735 14.386
C 22.052 15.912 15.393
N 22.771 19.002 11.695
H 21.111 17.470 10.458
H 20.587 16.480 11.866
H 22.171 16.309 11.192
H 21.019 18.720 12.779
H 22.784 18.333 14.402
H 23.476 17.060 13.473
H 21.323 15.735 16.184
H 22.881 16.301 15.984
H 22.402 14.972 14.965
H 22.885 19.832 12.258
H 22.278 19.335 10.879
C 17.382 10.525 14.584
C 16.172 10.063 15.561
C 14.808 10.266 14.773
O 14.550 11.714 14.550
C 13.357 11.864 13.768
N 16.319 8.634 15.893
H 17.156 11.514 14.186
H 17.515 9.876 13.719
H 18.348 10.495 15.089
H 16.158 10.591 16.515
H 14.039 9.789 15.381
H 14.856 9.677 13.858
H 12.738 11.016 14.063
H 13.588 11.678 12.719
H 12.848 12.822 13.877
H 17.240 8.312 16.155
H 15.706 8.246 16.595
C 14.539 21.220 13.221
C 15.918 21.921 13.412
C 16.073 22.206 14.911
O 17.305 22.831 15.244
C 17.316 24.258 15.000
N 16.912 21.063 12.854
H 13.791 21.672 13.872
H 14.437 20.167 13.485
H 14.164 21.278 12.199
H 15.895 22.835 12.819
H 16.012 21.246 15.424
H 15.205 22.760 15.267
H 17.558 24.451 13.955
H 18.148 24.606 15.612
H 16.404 24.739 15.354
H 17.783 21.492 13.131
H 16.813 20.158 13.292
C 13.277 14.322 16.867
C 14.734 14.185 17.318
C 14.926 13.118 18.466
O 14.505 13.660 19.689
C 14.925 12.961 20.875
N 15.590 13.927 16.113
H 13.204 15.183 16.202
H 12.694 14.534 17.763
H 12.955 13.432 16.326
H 15.063 15.118 17.777
H 15.952 12.795 18.636
H 14.359 12.193 18.361
H 16.004 12.838 20.788
H 14.344 12.045 20.992
H 14.804 13.634 21.724
H 15.295 13.107 15.602
H 15.328 14.595 15.402
C 19.081 13.081 19.662
C 19.492 14.379 18.944
C 18.272 15.205 18.370
O 18.627 16.482 17.820
C 17.558 17.316 17.517
N 20.223 15.178 19.885
H 18.667 12.416 18.905
H 18.286 13.269 20.383
H 19.934 12.561 20.100
H 20.209 14.122 18.164
H 17.651 15.416 19.241
H 17.745 14.595 17.636
H 17.093 17.726 18.413
H 16.823 16.743 16.951
H 17.835 18.100 16.812
H 20.533 16.072 19.533
H 19.570 15.423 20.615
C 13.613 16.971 10.178
C 13.458 17.685 8.855
C 11.971 17.696 8.329
O 11.441 16.370 8.063
C 10.037 16.248 8.004
N 14.048 19.019 9.024
H 12.819 17.300 10.849
H 14.567 17.183 10.659
H 13.452 15.902 10.035
H 14.015 17.143 8.091
H 11.974 18.305 7.425
H 11.371 18.261 9.042
H 9.721 17.041 7.325
H 9.688 16.413 9.023
H 9.630 15.277 7.723
H 14.931 18.941 9.508
H 13.463 19.526 9.673
C 16.330 13.970 10.197
C 15.798 12.895 11.130
C 16.473 11.529 10.862
O 16.077 11.185 9.591
C 16.841 10.109 9.028
N 15.943 13.330 12.479
H 15.867 14.949 10.324
H 16.227 13.794 9.127
H 17.409 14.090 10.293
H 14.764 12.682 10.858
H 16.156 10.737 11.541
H 17.541 11.709 10.979
H 16.433 9.985 8.025
H 16.764 9.136 9.512
H 17.896 10.341 8.880
H 15.776 12.520 13.059
H 16.904 13.587 12.652
C 22.451 12.187 12.017
C 21.106 12.386 12.766
C 19.983 13.041 11.987
O 18.861 13.380 12.745
C 19.089 14.277 13.846
N 20.673 11.135 13.337
H 22.244 12.168 10.947
H 22.942 11.279 12.366
H 23.146 12.979 12.294
H 21.404 13.077 13.554
H 19.532 12.480 11.169
H 20.321 14.021 11.649
H 19.669 15.151 13.550
H 19.604 13.812 14.687
H 18.123 14.577 14.252
H 19.822 11.308 13.854
H 20.314 10.482 12.655
C 10.678 15.696 14.341
C 9.717 16.167 15.455
C 9.579 17.716 15.567
O 10.816 18.456 15.797
C 11.349 18.289 17.114
N 8.429 15.541 15.328
H 11.629 16.211 14.477
H 10.344 16.009 13.352
H 10.901 14.635 14.454
H 10.105 15.704 16.362
H 8.916 18.016 16.379
H 9.204 18.106 14.620
H 11.490 17.250 17.411
H 10.622 18.657 17.838
H 12.204 18.950 17.252
H 7.825 15.682 16.125
H 8.584 14.544 15.366
C 14.282 17.542 14.781
C 14.985 16.802 13.624
C 16.487 16.737 13.737
O 17.087 18.035 13.716
C 18.508 18.019 13.707
N 14.485 15.448 13.770
H 13.204 17.680 14.699
H 14.677 18.556 14.855
H 14.382 17.084 15.765
H 14.651 17.238 12.682
H 16.884 16.167 12.897
H 16.858 16.166 14.588
H 18.820 19.055 13.568
H 19.036 17.476 12.923
H 18.909 17.740 14.681
H 15.051 14.808 13.232
H 13.606 15.458 13.273